A | C2H8N3O | wB97M-V/def2-TZVPD

```
! wB97M-V def2-TZVPD RIJCOSX def2/J DEFGRID3
* xyz 1 1
O 1.81 -0.05 -1.91
N 0.38 -0.49 1.32
N 2.37 -1.10 -1.84
N 0.29 0.48 0.33
C -0.83 0.77 -0.16
C -2.04 0.19 0.49
H -2.30 0.79 1.42
H 1.43 -0.73 1.34
H -0.05 -0.14 2.20
H -0.69 1.41 -1.05
H -2.82 0.05 -0.26
H 1.14 0.89 0.00
H 2.95 -1.33 -2.58
H -1.63 -0.76 0.69
*
```

For the HOMO energy, the calculation gives -13.57 eV. The orbital gap comes out at 9.207 eV.

=====

B | C2H8N3O | wB97M-V/def2-TZVPD

```
! wB97M-V def2-TZVPD RIJCOSX def2/J DEFGRID3
* xyz 1 1
O -0.59 -2.68 1.90
N -0.42 4.72 -3.80
N 0.79 -3.34 3.57
N 1.95 -2.06 1.97
C 1.08 -2.68 2.49
C -0.95 -2.70 0.73
H 0.53 4.41 -3.89
H -0.93 3.84 -3.98
H 1.45 -3.37 4.36
H 2.32 -1.26 1.52
H -0.21 -3.64 3.76
H -1.95 -2.93 0.48
H -0.41 -2.18 -0.02
H -0.70 5.33 -3.02
*
```

For the HOMO energy, the calculation gives -11.27 eV. The orbital gap comes out at 5.767 eV.

=====

C | C2H8N3O | wB97M-V/def2-TZVPD

```
! wB97M-V def2-TZVPD RIJCOSX def2/J DEFGRID3
* xyz 1 1
O -0.19 -1.27 -0.16
N -1.64 -0.01 0.81
N 2.87 0.50 0.02
N 0.80 -0.51 -0.51
C -2.53 0.21 -0.12
C 1.69 0.01 0.34
H -3.25 0.99 0.11
H 3.58 0.78 0.65
H 1.12 -0.61 -1.53
H 1.24 0.23 1.37
H -2.06 0.79 -0.90
H 3.14 0.48 -0.87
H -1.81 -0.87 1.38
H -2.97 -0.73 -0.58
*
```

For the HOMO energy (spin up / spin down), the calculation gives -13.33 / -14.23 eV. The orbital gap (spin up / spin down) comes out at 7.221 / 9.361 eV.

=====

D | C2H8N3O | wB97M-V/def2-TZVPD

```
! wB97M-V def2-TZVPD RIJCOSX def2/J DEFGRID3
* xyz 1 1
O -2.07 -0.61 -0.74
N -0.16 -1.45 0.63
N -2.12 0.33 0.04
N -0.60 0.68 0.77
C 0.25 -0.16 0.23
C 1.44 -0.04 -0.60
H 1.38 -0.95 -1.18
H -0.32 1.64 0.70
H 1.52 0.77 -1.33
H -0.15 -2.20 -0.05
H 2.38 -0.20 -0.02
H -2.60 0.25 1.03
H -2.37 1.20 -0.37
H -0.17 -2.10 1.80
*
```

For the HOMO energy, the calculation gives -14.95 eV. The orbital gap comes out at 9.364 eV.

=====

Order from most stable to least stable according to the calculation: B, A, C, D

=====

A | C16H28ClN4O4 | wB97M-V/def2-TZVPD

```
! wB97M-V def2-TZVPD RIJCOSX def2/J DEFGRID3
* xyz -1 1
Cl 1.53 -1.37 -0.93
O 0.32 -1.85 -0.37
O 2.14 -2.37 -1.84
O 1.32 -0.14 -1.68
O 2.35 -1.07 0.18
N 1.07 5.61 2.86
N 2.03 -9.10 1.00
N -8.17 1.50 -2.48
N 6.99 3.29 -2.97
C -4.81 0.61 -1.23
C -0.06 2.61 4.57
C 5.12 6.38 -2.04
C -7.02 1.50 -2.35
C -5.55 1.51 -2.16
C -5.38 -0.84 -1.14
C 0.07 -8.45 -0.79
C -0.70 3.44 5.66
C 0.46 4.58 2.99
C -1.30 -8.79 -0.40
C 6.20 3.96 -2.47
C 6.45 7.01 -1.74
C 1.16 -8.82 0.25
C -0.28 3.33 3.15
C 5.19 4.85 -1.78
C -1.59 -10.28 -0.03
H -1.20 -11.02 -0.74
H 4.31 4.52 -2.34
H -5.32 2.54 -1.88
H 6.38 8.07 -2.02
H 0.27 -8.97 -1.73
H -0.37 3.17 6.66
H -2.65 -10.48 0.12
H -1.32 3.50 2.85
H 0.16 2.67 2.40
H 7.19 6.63 -2.44
H -5.15 1.41 -3.17
H -0.60 1.68 4.45
H -1.78 3.60 5.63
H -1.95 -8.44 -1.21
H -5.62 -1.45 -2.01
H -6.41 -0.79 -0.76
H 4.36 6.96 -1.53
H 0.16 -7.37 -0.90
H 5.03 4.55 -0.74
H -1.37 -8.19 0.50
H 4.99 6.72 -3.07
H 1.02 2.45 4.61
H -1.01 -10.41 0.88
H -3.81 0.45 -1.64
H -4.70 1.16 -0.29
H -0.48 4.49 5.50
H -4.65 -1.42 -0.58
H 6.96 6.88 -0.79
*
```

For the HOMO energy, the calculation gives -5.85 eV. The orbital gap comes out at 8.106 eV.

=====

B | C16H28ClN4O4 | wB97M-V/def2-TZVPD

```
! wB97M-V def2-TZVPD RIJCOSX def2/J DEFGRID3
* xyz -1 1
Cl -7.13 -14.17 14.84
O -6.16 -13.11 15.09
O -7.68 -14.56 16.12
O -6.58 -15.30 14.13
O -8.14 -13.58 13.96
N -3.28 -19.44 16.78
N -4.26 -10.26 17.51
N -11.25 -15.32 12.87
N -5.13 -9.46 14.63
C -9.71 -18.54 16.15
C -5.41 -16.72 17.41
C -3.97 -18.58 16.52
C -4.67 -11.21 18.03
C -10.56 -17.86 15.10
C -6.18 -9.80 14.39
C -7.45 -11.27 18.84
C -7.55 -10.19 14.07
C -4.86 -17.45 16.17
C -6.39 -12.06 19.56
C -4.46 -16.43 18.54
C -8.90 -8.85 15.75
C -10.77 -15.78 13.77
C -10.16 -16.41 14.94
C -8.57 -10.26 15.17
C -5.24 -12.39 18.63
H -9.51 -10.64 14.77
H -4.20 -17.37 19.05
H -8.27 -10.95 15.94
H -5.79 -15.80 16.97
H -6.24 -17.31 17.81
H -5.69 -17.85 15.59
H -6.83 -12.99 19.94
H -8.70 -18.09 16.19
H -7.47 -11.15 13.55
H -9.55 -19.61 16.06
H -10.53 -18.39 14.15
H -6.02 -11.54 20.44
H -4.94 -15.87 19.34
H -10.11 -18.30 17.14
H -10.29 -15.84 15.85
H -7.98 -11.97 18.17
H -8.66 -8.03 15.07
H -7.09 -10.50 18.16
H -8.37 -8.69 16.69
H -3.54 -15.96 18.21
H -11.60 -17.89 15.43
H -9.10 -16.39 14.64
H -7.81 -9.48 13.28
H -4.44 -12.89 19.18
H -9.97 -8.76 15.95
H -8.27 -10.93 19.48
H -4.24 -16.75 15.61
H -5.54 -13.11 17.86
*
```

For the HOMO energy, the calculation gives -6.88 eV. The orbital gap comes out at 9.582 eV.

=====

Order from most stable to least stable according to the calculation: B, A

=====

A | C3H3NS2 | wB97M-V/def2-TZVPD

```
! wB97M-V def2-TZVPD RIJCOSX def2/J DEFGRID3
* xyz 0 1
S -2.64 0.98 -1.09
S -1.13 -1.33 0.93
N 0.00 0.72 -0.59
C -1.27 0.44 -0.51
C 0.56 -1.01 0.87
C 0.97 0.01 0.11
H 2.00 0.32 -0.02
H 1.22 -1.63 1.46
H 0.30 1.50 -1.16
*
```

For the HOMO energy, the calculation gives -8.01 eV. The orbital gap comes out at 7.867 eV.

=====

B | C3H3NS2 | wB97M-V/def2-TZVPD

```
! wB97M-V def2-TZVPD RIJCOSX def2/J DEFGRID3
* xyz 0 1
S -2.21 0.90 0.59
S -2.89 -1.68 -0.86
N 0.21 -0.47 -0.53
C -2.12 -0.38 -0.46
C 1.13 1.84 -0.74
C 0.56 0.65 -0.54
H 1.64 2.06 -1.82
H 1.37 2.55 -0.08
H -3.49 0.70 1.02
*
```

For the HOMO energy (spin up / spin down), the calculation gives -7.50 / -8.89 eV. The orbital gap (spin up / spin down) comes out at 6.149 / 8.270 eV.

=====

Order from most stable to least stable according to the calculation: A, B